No. 1
Computed, not measured: a molecular structure, C37H46MnN9O in a non-equilibrium geometry, with the ωB97M-V functional and the def2-TZVPD basis.

Values from the calculation:
charge	-1
multiplicity	6
frontier orbital gap (alpha / beta)	4.080 / 6.079	eV
calculated total energy	-85892.07054	eV
molecular weight	687.8	g mol⁻¹
energy relative to the best compared isomer or geometry (same formula, charge and spin)	60.5	kJ/mol
<S²>	8.856

Each line ends with the Mulliken charge.
Atoms and positions in Å:
1 Mn 0.17721 0.90510 -0.41748  -2.3993
2 C 0.83290 2.26153 3.65476  -0.8183
3 C 0.04063 3.31583 2.86568  -0.7817
4 C -0.90994 2.72950 1.81122  -1.5068
5 N -0.27050 2.53959 0.53755  0.8278
6 C 0.05536 3.66854 -0.19865  0.2174
7 C -0.59057 4.86672 -0.09678  0.0137
8 C -0.27569 6.16487 -0.60925  -1.0615
9 C 0.92629 6.57811 -1.19464  -0.2964
10 C 1.98290 5.78694 -1.57047  -0.9073
11 C 2.05880 4.34184 -1.61326  -0.2244
12 C 1.17849 3.39851 -1.15714  0.3309
13 N 1.27764 2.05787 -1.43502  1.1341
14 C 2.19202 1.51921 -2.41612  -0.9905
15 C 1.48813 0.57195 -3.39276  -0.3759
16 C 1.06312 -0.75211 -2.73478  -1.0596
17 N 0.89401 -0.55054 -1.32878  1.0543
18 C 1.29717 -1.48364 -0.38226  -0.5183
19 C 1.20359 -2.82755 -0.59050  -0.3898
20 C 1.68110 -3.93871 0.17813  -1.2611
21 C 2.52875 -3.89602 1.28907  -0.2805
22 C 3.01121 -2.78954 1.94813  -0.9072
23 C 2.70276 -1.39200 1.74242  -0.3052
24 C 1.88549 -0.79092 0.82618  0.7779
25 N 1.58423 0.54772 0.81889  0.9771
26 C 2.36314 1.51802 1.55237  -1.0640
27 C 2.14639 1.69667 3.06831  -0.7445
28 H 0.15288 1.44463 3.91007  0.3852
29 H 1.10615 2.70332 4.61686  0.5045
30 H 0.71248 4.02049 2.36797  0.2657
31 H -0.54538 3.89944 3.58406  0.4502
32 H -1.80267 3.35978 1.73337  0.5485
33 H -1.27500 1.76934 2.16308  0.7530
34 H -1.49788 4.83847 0.50119  0.2018
35 H -1.01586 6.93501 -0.42166  0.3144
36 H 1.04032 7.64648 -1.36253  0.3004
37 H 2.85184 6.30222 -1.96844  0.3063
38 H 2.93763 3.96097 -2.11849  0.3265
39 H 3.02210 0.99715 -1.92234  -0.1593
40 H 2.61168 2.33712 -2.99321  0.8091
41 H 2.15314 0.36052 -4.23514  0.5686
42 H 0.61511 1.09160 -3.78363  -0.1807
43 H 1.84377 -1.50637 -2.86749  0.6199
44 H 0.15538 -1.13092 -3.22814  0.1692
45 H 0.68668 -3.09164 -1.51192  0.3378
46 H 1.40956 -4.92273 -0.19209  0.7050
47 H 2.85428 -4.85927 1.67626  0.4825
48 H 3.68614 -2.98635 2.77350  0.3257
49 H 3.15729 -0.72635 2.46561  0.1934
50 H 2.22554 2.48363 1.06630  0.1455
51 H 3.42281 1.25487 1.43046  0.7136
52 H 2.95489 2.36745 3.37430  0.5856
53 H 2.34543 0.74730 3.57121  0.0711
54 C -2.43696 -1.59362 -0.87547  -0.0463
55 C -1.89773 -1.35365 0.48128  0.5524
56 N -1.03231 -0.42788 0.84659  1.0537
57 C -0.75014 -0.64431 2.18465  -0.5130
58 C -1.46795 -1.68614 2.64189  -1.5026
59 N -2.20079 -2.13862 1.55109  0.4757
60 C -3.01043 -3.32750 1.54950  -1.5460
61 N -2.37648 -4.46151 0.90888  0.9098
62 N -2.84666 -4.92526 -0.25899  -0.6481
63 N -2.15532 -5.91586 -0.63423  -0.7036
64 C -1.15677 -6.12920 0.30634  0.7021
65 C -0.14131 -7.08288 0.35902  -0.7416
66 C 0.70415 -7.03591 1.44031  -0.4676
67 C 0.55460 -6.05675 2.45235  -0.6982
68 C -0.43686 -5.11661 2.40925  -0.4683
69 C -1.29880 -5.18558 1.30761  1.2068
70 H -2.06327 -0.78738 -1.50032  -1.3685
71 H -3.53344 -1.57812 -0.87322  0.6742
72 H -2.11287 -2.56567 -1.25734  0.1073
73 H -0.01449 -0.05940 2.70451  0.3849
74 H -1.52053 -2.15381 3.61253  0.4520
75 H -3.95061 -3.16313 1.03849  0.2884
76 H -3.20294 -3.57031 2.58978  0.4731
77 H -0.02878 -7.81744 -0.42945  0.4058
78 H 1.51000 -7.75333 1.51658  0.3684
79 H 1.26322 -6.02954 3.27095  0.3281
80 H -0.51143 -4.34560 3.16319  0.2004
81 C -2.11994 0.96162 -3.90356  -1.5046
82 C -2.04207 1.75424 -2.58038  1.5742
83 C -1.48083 3.14281 -2.89949  -1.3589
84 C -3.45606 1.93418 -2.01584  -1.7076
85 O -1.28526 1.07390 -1.62912  -0.0158
86 H -2.98500 1.27449 -4.49868  0.4500
87 H -2.20746 -0.10718 -3.70996  0.1315
88 H -1.21985 1.12161 -4.50590  0.3999
89 H -2.05085 3.59983 -3.71747  0.5773
90 H -0.43359 3.07643 -3.20210  0.1137
91 H -1.53251 3.79758 -2.02505  0.2773
92 H -4.06263 2.58480 -2.65557  0.4253
93 H -3.38163 2.38265 -1.02158  0.2811
94 H -3.96030 0.96439 -1.92497  0.2927

No. 2
Computed, not measured: a molecular structure, C37H47AlF4N2SSb2 in a non-equilibrium geometry, with the ωB97M-V functional and the def2-TZVPD basis.

Values from the calculation:
charge	+2
frontier orbital gap	7.827	eV
calculated total energy	-83474.37285	eV
molecular weight	898.4	g mol⁻¹
energy relative to the best compared isomer or geometry (same formula, charge and spin)	78.6	kJ/mol

Each line ends with the Mulliken charge.
Atoms and positions in Å:
1 Al -0.69102 -1.24041 -0.13702  -1.2679
2 C -1.65205 -3.80890 0.22151  -0.8312
3 N -2.16863 -2.41944 0.29861  1.1349
4 C -3.44551 -2.26229 -0.44419  -0.7253
5 C -2.31836 -2.08102 1.69947  -1.2487
6 C -1.00221 -2.05660 2.49586  -0.7308
7 N 0.01304 -1.46949 1.54586  1.8370
8 C 1.31542 -1.32979 2.03218  0.2182
9 C 2.37234 -1.15393 1.08663  -0.3592
10 F 2.02220 -0.86883 -0.20654  0.6799
11 C 3.73721 -0.93563 1.49202  -0.1284
12 F 4.57463 -0.49351 0.56416  -0.3068
13 C 4.05399 -1.04194 2.80139  -0.6654
14 C 3.03069 -1.17257 3.72591  0.4870
15 F 3.40317 -1.22785 4.97813  -0.3064
16 C 1.67015 -1.34201 3.38437  0.0617
17 F 0.77939 -1.58328 4.39012  -0.4452
18 H -2.40938 -4.37572 0.78094  0.4276
19 H -1.52716 -4.08714 -0.84643  0.2393
20 H -0.70449 -3.91134 0.74317  0.3203
21 H -4.21209 -3.00640 -0.11776  0.3738
22 H -3.95274 -1.32568 -0.38307  0.3042
23 H -3.23456 -2.47154 -1.45377  -0.1702
24 H -2.71310 -1.06144 1.82230  0.0985
25 H -2.93312 -2.79883 2.11765  0.6721
26 H -1.20146 -1.39165 3.34649  0.2885
27 H -0.67014 -3.02186 2.80901  0.6313
28 H 5.08415 -0.92986 3.19155  0.4926
29 S -1.60768 0.76561 -0.55529  -0.4445
30 Sb -0.72590 2.31248 1.12980  1.6162
31 C -2.04173 3.97085 1.06258  0.4012
32 C -2.58110 4.44524 -0.13706  -0.6718
33 C -3.36114 5.56005 -0.16522  -0.5521
34 C -3.39869 6.35877 0.96942  -0.4576
35 C -2.85380 5.95694 2.16150  -0.7126
36 C -2.25707 4.72914 2.29615  -0.2424
37 C -0.81464 1.64556 3.02285  0.8365
38 C 0.31518 1.72947 3.90470  -0.5428
39 C 0.08951 1.48806 5.26732  -0.6922
40 C -1.18716 1.06713 5.72705  -0.5553
41 C -2.31049 0.98250 4.85231  -0.5825
42 C -2.11601 1.26604 3.50669  -1.0335
43 C 1.13189 3.06276 0.72922  0.2184
44 C 1.24570 4.42665 0.95914  -0.4202
45 C 2.47913 5.09122 0.90937  -1.1590
46 C 3.54272 4.28420 0.45607  -0.3866
47 C 3.45175 2.93029 0.17718  -0.8156
48 C 2.21468 2.33195 0.32639  0.6628
49 H -2.59263 3.76615 -0.99366  0.3252
50 H -3.94416 5.87848 -1.02683  0.4148
51 H -3.99509 7.25560 0.87762  0.3744
52 H -2.95159 6.53962 3.06040  0.4394
53 H -1.97728 4.26642 3.18933  0.5498
54 H 1.31842 2.07503 3.61483  0.4807
55 H 0.92941 1.61671 5.96156  0.4570
56 H -1.39784 0.85442 6.80517  0.3687
57 H -3.34726 0.75136 5.08811  0.4635
58 H -2.96203 1.12468 2.92483  0.6214
59 H 0.35304 4.99652 1.23240  0.3344
60 H 2.61800 6.17724 0.93503  0.3943
61 H 4.52761 4.76526 0.30211  0.3539
62 H 4.34092 2.39566 -0.18900  0.4409
63 H 2.01327 1.33208 0.00934  0.0045
64 C 2.51654 -3.77834 -3.79888  -1.3969
65 C 1.51490 -3.61860 -2.68160  0.5633
66 C 2.17797 -3.83348 -1.33807  -1.1683
67 Sb 0.27508 -1.81328 -2.58899  -0.5005
68 C 1.26335 -0.11273 -3.69562  0.7147
69 C 2.66062 0.10149 -3.10087  -1.1474
70 C 1.17099 -0.21488 -5.17980  -1.5005
71 C -1.31525 -2.32170 -4.08865  0.2703
72 C -2.12908 -3.59359 -3.80102  -0.8551
73 C -2.14014 -0.97471 -4.25882  -1.3767
74 H 3.12727 -4.60952 -3.47091  0.4598
75 H 3.17648 -2.89873 -3.87077  0.2095
76 H 1.97759 -3.94339 -4.74162  0.3170
77 H 0.74550 -4.39720 -2.83875  0.3469
78 H 3.04664 -3.06471 -1.22731  0.2883
79 H 2.83299 -4.73955 -1.34332  0.5233
80 H 1.43810 -3.84166 -0.54466  0.0617
81 H 0.59443 0.71864 -3.33492  0.3316
82 H 2.88741 1.14925 -3.34699  0.5133
83 H 3.46670 -0.58228 -3.35905  0.2327
84 H 2.69345 -0.04908 -2.04399  0.0576
85 H 1.67401 -1.15272 -5.57464  0.2167
86 H 1.69271 0.63789 -5.53881  0.4839
87 H 0.14960 -0.25248 -5.52481  0.3739
88 H -0.78131 -2.28115 -5.03062  0.5774
89 H -2.79619 -3.50789 -2.89593  0.0733
90 H -1.36866 -4.40797 -3.61914  0.2546
91 H -2.71812 -3.98092 -4.59438  0.4751
92 H -2.95866 -0.88388 -3.54498  0.2814
93 H -2.69518 -0.98922 -5.23417  0.3605
94 H -1.54804 -0.09478 -4.11782  0.3879

No. 3
Computed, not measured: a molecular structure, C37H47As3F6N6O8Pt in a non-equilibrium geometry, with the ωB97M-V functional and the def2-TZVPD basis.

Values from the calculation:
charge	+1
multiplicity	4
frontier orbital gap (alpha / beta)	7.355 / 5.901	eV
calculated total energy	-266510.78052	eV
molecular weight	1237.6	g mol⁻¹
<S²>	3.816

Each line ends with the Mulliken charge.
Atoms and positions in Å:
1 Pt 0.17316 -0.44901 -0.37826  4.3018
2 C -0.51724 5.31431 0.30607  -0.9312
3 O -0.73673 4.06219 -0.36166  -0.1908
4 C -0.32418 4.00759 -1.63610  0.0294
5 O 0.12668 4.93228 -2.24474  -0.5237
6 C -0.44972 2.61228 -2.14373  0.1771
7 C 0.05472 2.16339 -3.30715  0.4735
8 As -0.59400 2.86201 -5.00622  -0.0478
9 C -1.34205 4.61471 -4.63256  -1.1574
10 C -2.20623 1.75473 -4.32465  0.3567
11 C -2.58091 1.29828 -3.12550  0.1972
12 As -1.61373 1.36278 -1.32679  1.3625
13 C -3.00180 2.31052 -0.32321  -1.6798
14 C -4.03590 0.96633 -2.90234  -0.1644
15 O -4.85531 1.83933 -2.89773  -0.5370
16 O -4.40423 -0.30183 -2.65636  -0.3660
17 C -3.45421 -1.34776 -2.48962  0.0253
18 C -3.18973 1.82150 -5.47036  0.1462
19 O -3.62533 2.88957 -5.79346  -0.5360
20 O -3.52306 0.71597 -6.14037  -0.3258
21 C -2.77859 -0.49097 -6.02810  -0.0350
22 C 0.41921 0.72646 -3.49314  -0.0224
23 O 0.22723 -0.20466 -2.70386  -1.2129
24 O 0.96587 0.50178 -4.66567  -0.3905
25 C 1.48643 -0.81292 -4.91947  -0.7004
26 H -1.07106 5.26367 1.23918  0.2600
27 H -0.87686 6.13836 -0.30712  0.3556
28 H 0.54695 5.44266 0.49510  0.3176
29 H -0.50975 5.28180 -4.41711  0.4144
30 H -2.05023 4.62789 -3.80803  0.2888
31 H -1.84742 4.94661 -5.53689  0.4359
32 H -3.31999 3.19655 -0.86767  0.5263
33 H -2.62390 2.59025 0.65640  0.3177
34 H -3.85630 1.64249 -0.20557  0.6161
35 H -3.89349 -2.24730 -2.91587  0.4193
36 H -3.27664 -1.49808 -1.42474  0.0974
37 H -2.50085 -1.13674 -2.97709  -0.2758
38 H -3.40778 -1.26802 -6.45203  0.3114
39 H -2.53763 -0.74204 -4.99712  -0.1321
40 H -1.85320 -0.41986 -6.60355  0.2619
41 H 1.69062 -0.85344 -5.98376  0.2884
42 H 0.76614 -1.57577 -4.63045  0.2877
43 H 2.40815 -0.94732 -4.35437  0.2549
44 C -1.54112 -3.85388 -0.76536  -1.8757
45 C -2.10335 -2.86646 0.19361  0.0757
46 N -1.72177 -1.60929 0.32122  0.0615
47 C -2.55605 -1.02006 1.24338  0.0107
48 C -3.45211 -1.93883 1.68027  -1.7349
49 N -3.15733 -3.10377 1.01030  0.5473
50 C -3.84614 -4.36716 1.20497  -0.7797
51 N -4.00920 -4.61779 2.60233  0.6555
52 N -5.22924 -4.94829 3.10276  -0.7898
53 N -5.13329 -5.14346 4.35104  -0.4795
54 C -3.82824 -4.93530 4.74397  0.0673
55 C -3.22524 -4.98951 6.00061  -0.7243
56 C -1.88557 -4.67923 6.07004  -0.7007
57 C -1.14835 -4.33806 4.92348  -0.3919
58 C -1.72344 -4.28233 3.67186  -0.3689
59 C -3.08175 -4.58860 3.60691  1.0925
60 H -0.76450 -3.36482 -1.34661  0.0295
61 H -2.31141 -4.21187 -1.45053  0.5060
62 H -1.11480 -4.72176 -0.25986  0.4836
63 H -2.45003 0.01361 1.52248  0.6300
64 H -4.24560 -1.87570 2.40451  0.5486
65 H -3.26623 -5.15832 0.72801  0.4520
66 H -4.84730 -4.34472 0.77315  0.2957
67 H -3.80701 -5.25457 6.87231  0.4446
68 H -1.38258 -4.69484 7.02738  0.4023
69 H -0.09502 -4.11285 5.02956  0.4217
70 H -1.14597 -4.01707 2.79471  0.2986
71 F 1.75177 1.56356 -0.79543  -0.9137
72 As 3.42374 2.24840 -1.35029  2.1236
73 F 4.01667 1.58558 0.13112  -0.4732
74 F 4.96772 2.81618 -1.76009  -0.4476
75 F 3.59215 0.70079 -2.15085  -0.4746
76 F 2.77637 2.82551 -2.84879  -0.4379
77 F 2.92183 3.67936 -0.53182  -0.4884
78 C 1.36394 -1.41767 6.22594  -1.7946
79 C 0.90016 -0.77446 4.94894  0.1776
80 C 0.05886 0.33798 4.97879  -0.6016
81 C -0.31772 0.99325 3.80006  0.2308
82 C -1.23640 2.18191 3.85978  -1.6647
83 C 0.14356 0.51582 2.59825  -0.4221
84 C 0.95521 -0.65573 2.50702  0.7577
85 C 1.32456 -1.27144 3.73182  -0.5665
86 N 1.26271 -1.13131 1.27936  0.0435
87 C 2.40387 -1.97921 0.89178  1.8802
88 C 3.21970 -2.64214 2.00047  -2.6417
89 C 3.35014 -1.06453 0.08996  -1.2664
90 C 1.88903 -3.07738 -0.05278  -1.2223
91 H 0.68502 -1.20836 7.05043  0.4209
92 H 2.34726 -1.02800 6.49656  0.3973
93 H 1.46115 -2.49731 6.11688  0.3261
94 H -0.30113 0.70884 5.93119  0.4712
95 H -1.01796 2.80586 4.72471  0.5418
96 H -2.27294 1.84676 3.94892  0.3336
97 H -1.14276 2.78642 2.95766  0.0627
98 H -0.05793 1.07172 1.68932  0.6993
99 H 1.92062 -2.16853 3.73239  0.5390
100 H 3.63065 -1.91469 2.69854  0.5148
101 H 4.05722 -3.14559 1.51941  0.5720
102 H 2.65070 -3.40126 2.53904  0.4338
103 H 3.76311 -0.28730 0.72780  0.5825
104 H 2.81810 -0.58410 -0.73224  -0.3537
105 H 4.16706 -1.64598 -0.33617  0.5650
106 H 1.25860 -3.78823 0.48402  0.2693
107 H 2.73591 -3.61076 -0.48091  0.5723
108 H 1.31900 -2.63619 -0.87768  -0.2179